(1)
{"formula": "C24H62BrF3Li2O11S", "method": "ωB97M-V/def2-TZVPD", "orbital_gap_ha": 0.312, "homo_energy_ev": -8.63, "spin_multiplicity": 1, "symbols": ["Li", "Li", "Br", "C", "F", "F", "F", "S", "O", "O", "O", "C", "C", "O", "C", "C", "H", "H", "H", "H", "H", "H", "H", "H", "H", "H", "C", "C", "O", "C", "C", "H", "H", "H", "H", "H", "H", "H", "H", "H", "H", "C", "C", "C", "O", "H", "H", "H", "H", "H", "H", "H", "H", "C", "C", "C", "O", "H", "H", "H", "H", "H", "H", "H", "H", "C", "C", "C", "O", "H", "H", "H", "H", "H", "H", "H", "H", "C", "C", "O", "H", "H", "H", "H", "H", "H", "C", "C", "O", "H", "H", "H", "H", "H", "H", "C", "C", "O", "H", "H", "H", "H", "H", "H"], "xyz": [[3.012, 0.761, -3.441], [0.412, -0.983, -0.633], [1.846, -1.141, -2.557], [-3.078, 2.015, -0.858], [-3.870, 2.838, -1.612], [-2.759, 2.634, 0.265], [-3.756, 0.957, -0.588], [-1.427, 1.557, -1.850], [-0.793, 0.542, -0.982], [-1.854, 0.922, -3.095], [-0.562, 2.745, -2.013], [2.205, 0.414, 5.108], [2.226, 1.698, 4.284], [1.830, 1.449, 2.949], [1.700, 2.679, 2.306], [1.263, 2.552, 0.799], [1.182, 0.041, 5.127], [2.823, -0.342, 4.623], [2.566, 0.566, 6.125], [1.465, 2.306, 4.774], [3.145, 2.270, 4.413], [0.912, 3.264, 2.782], [2.560, 3.322, 2.494], [0.350, 1.956, 0.803], [2.025, 2.208, 0.099], [0.938, 3.525, 0.430], [-1.737, -0.211, 2.329], [-2.142, 0.045, 3.799], [-2.786, -1.111, 4.395], [-3.499, -0.887, 5.598], [-4.279, -2.128, 6.000], [-2.601, -0.267, 1.667], [-1.212, 0.644, 1.902], [-1.083, -1.067, 2.163], [-1.272, 0.359, 4.376], [-2.826, 0.892, 3.854], [-2.895, -0.620, 6.465], [-4.221, -0.097, 5.394], [-3.627, -2.954, 6.283], [-4.797, -2.340, 5.065], [-4.918, -1.929, 6.860], [-1.735, -3.155, -2.306], [-2.154, -2.309, -1.108], [-3.341, -2.914, -0.360], [-1.084, -2.238, -0.193], [-2.363, -3.127, -3.197], [-1.668, -4.229, -2.131], [-0.704, -2.999, -2.622], [-2.401, -1.314, -1.480], [-4.218, -2.998, -1.001], [-3.636, -2.318, 0.504], [-2.997, -3.874, 0.025], [-0.992, -3.117, 0.182], [5.750, 0.090, -0.390], [4.715, 1.168, -0.680], [5.058, 2.489, 0.017], [4.489, 1.349, -2.032], [5.330, -0.883, -0.645], [6.092, 0.100, 0.645], [6.629, 0.198, -1.025], [3.766, 0.888, -0.223], [5.127, 2.310, 1.090], [4.235, 3.202, -0.020], [5.945, 2.960, -0.408], [5.338, 1.636, -2.375], [-1.530, 2.420, -6.050], [-2.498, 1.326, -6.334], [-2.623, 0.903, -7.785], [-2.003, 0.229, -5.651], [-1.496, 2.758, -5.014], [-1.740, 3.253, -6.721], [-0.559, 2.051, -6.382], [-3.478, 1.529, -5.901], [-3.406, 0.147, -7.832], [-1.658, 0.509, -8.102], [-2.962, 1.710, -8.435], [-2.019, 0.417, -4.710], [-2.377, -4.939, 2.946], [-0.955, -4.487, 2.603], [-0.674, -4.877, 1.263], [-2.605, -5.966, 2.660], [-3.135, -4.315, 2.472], [-2.496, -4.882, 4.028], [-0.267, -4.959, 3.305], [-0.731, -3.434, 2.773], [-0.642, -5.835, 1.208], [1.250, 4.229, -4.515], [2.247, 3.610, -3.579], [1.784, 2.360, -3.109], [0.879, 3.494, -5.230], [1.619, 5.084, -5.081], [0.338, 4.551, -4.012], [2.494, 4.236, -2.723], [3.219, 3.520, -4.063], [0.992, 2.586, -2.616], [2.333, -2.863, 1.264], [2.180, -1.554, 1.981], [1.448, -0.617, 1.175], [2.796, -3.650, 1.859], [2.882, -2.631, 0.352], [1.313, -3.149, 1.005], [3.194, -1.243, 2.233], [1.715, -1.760, 2.945], [1.525, 0.239, 1.602]], "lowdin_charge": [0.55, 0.44, -0.18, -0.64, 0.11, 0.14, 0.18, 0.60, -0.42, -0.30, -0.32, -0.06, -0.27, -0.17, -0.26, -0.03, 0.07, 0.06, 0.08, 0.12, 0.12, 0.12, 0.11, 0.05, 0.06, 0.09, -0.05, -0.22, -0.17, -0.31, -0.08, 0.07, 0.06, 0.05, 0.10, 0.11, 0.11, 0.11, 0.07, 0.08, 0.08, -0.04, -0.47, -0.03, -0.13, 0.09, 0.08, 0.05, 0.11, 0.09, 0.07, 0.07, 0.05, -0.03, -0.52, -0.04, -0.10, 0.08, 0.08, 0.08, 0.12, 0.08, 0.07, 0.08, 0.10, -0.07, -0.55, -0.05, -0.06, 0.07, 0.08, 0.09, 0.14, 0.08, 0.08, 0.07, 0.02, -0.07, -0.29, -0.10, 0.08, 0.07, 0.07, 0.11, 0.10, 0.10, -0.07, -0.32, -0.18, 0.06, 0.08, 0.08, 0.12, 0.11, 0.01, -0.07, -0.31, -0.13, 0.09, 0.07, 0.06, 0.11, 0.10, 0.03]}

---

(2)
{"formula": "C24H63Cl2O24P5", "method": "ωB97M-V/def2-TZVPD", "orbital_gap_ha": 0.391, "homo_energy_ev": -10.21, "de_lowest_kj_mol": 63.2, "spin_multiplicity": 1, "symbols": ["C", "Cl", "Cl", "H", "H", "C", "O", "P", "O", "O", "C", "O", "C", "H", "H", "H", "H", "H", "H", "H", "H", "H", "C", "O", "P", "O", "O", "C", "O", "C", "H", "H", "H", "H", "H", "H", "H", "H", "H", "C", "O", "P", "O", "O", "C", "O", "C", "H", "H", "H", "H", "H", "H", "H", "H", "H", "C", "O", "P", "O", "O", "C", "O", "C", "H", "H", "H", "H", "H", "H", "H", "H", "H", "C", "O", "P", "O", "O", "C", "O", "C", "H", "H", "H", "H", "H", "H", "H", "H", "H", "O", "C", "O", "C", "C", "C", "H", "H", "H", "H", "H", "H", "H", "H", "O", "C", "O", "C", "C", "C", "H", "H", "H", "H", "H", "H", "H", "H"], "xyz": [[-4.099, -0.428, -4.120], [-5.732, 0.000, -3.498], [-4.040, -0.321, -5.884], [-3.428, 0.334, -3.739], [-3.787, -1.398, -3.748], [-1.944, 0.367, 2.901], [-1.263, 0.700, 4.103], [0.306, 0.950, 4.059], [1.088, -0.284, 3.857], [0.471, 2.083, 2.952], [0.129, 3.440, 3.180], [0.582, 1.705, 5.443], [0.807, 0.963, 6.645], [-1.366, 0.178, 2.006], [-2.695, 1.152, 2.720], [-2.707, -0.381, 3.144], [-0.860, 3.690, 2.781], [0.784, 4.099, 2.612], [0.119, 3.685, 4.240], [1.830, 1.140, 6.972], [0.592, -0.096, 6.525], [0.147, 1.391, 7.401], [-0.179, 5.976, -2.065], [1.163, 5.553, -1.834], [2.304, 5.756, -2.935], [2.173, 7.000, -3.722], [3.676, 5.642, -2.148], [4.076, 6.711, -1.297], [2.249, 4.368, -3.717], [1.641, 4.313, -5.016], [-0.784, 5.632, -1.228], [-0.589, 5.449, -2.927], [-0.231, 7.059, -2.152], [4.345, 6.234, -0.350], [3.404, 7.516, -0.994], [4.970, 7.161, -1.727], [2.387, 3.913, -5.708], [1.363, 5.309, -5.344], [0.861, 3.557, -5.075], [-0.806, -6.377, -2.366], [-1.273, -5.392, -1.441], [-2.177, -4.156, -1.936], [-2.692, -3.257, -0.881], [-1.160, -3.384, -2.932], [0.092, -2.988, -2.409], [-3.279, -4.846, -2.875], [-4.444, -5.436, -2.285], [-1.337, -7.302, -2.119], [0.265, -6.534, -2.290], [-1.160, -6.143, -3.372], [0.793, -3.776, -2.133], [0.115, -2.321, -1.540], [0.510, -2.280, -3.127], [-5.237, -5.363, -3.029], [-4.828, -4.880, -1.429], [-4.193, -6.472, -2.067], [-8.459, -1.682, 4.011], [-8.446, -2.831, 3.160], [-7.041, -3.372, 2.638], [-6.136, -3.805, 3.713], [-7.395, -4.495, 1.561], [-8.102, -5.649, 1.994], [-6.492, -2.094, 1.813], [-5.364, -2.180, 0.962], [-8.977, -0.927, 3.410], [-7.468, -1.236, 4.112], [-8.921, -1.809, 4.985], [-7.710, -6.012, 2.949], [-7.930, -6.469, 1.300], [-9.163, -5.440, 2.128], [-4.903, -1.256, 0.624], [-5.678, -2.658, 0.024], [-4.634, -2.861, 1.407], [6.370, -3.617, 0.673], [5.018, -3.837, 1.072], [3.867, -3.375, 0.007], [3.447, -4.450, -0.876], [4.507, -2.090, -0.721], [3.801, -1.407, -1.742], [2.686, -2.727, 0.860], [2.903, -1.829, 1.948], [6.638, -2.563, 0.694], [6.519, -4.058, -0.317], [7.101, -4.154, 1.277], [4.414, -1.269, -2.631], [3.346, -0.467, -1.432], [2.978, -2.059, -2.059], [3.949, -1.527, 2.017], [2.524, -2.200, 2.895], [2.362, -0.898, 1.780], [-0.649, 2.378, -2.305], [0.060, 1.720, -1.581], [-0.219, 0.503, -1.124], [-1.447, -0.089, -1.551], [-2.645, 0.332, -0.705], [1.332, 2.257, -1.009], [-1.344, -1.155, -1.405], [-1.598, 0.194, -2.591], [-2.847, 1.394, -0.554], [-2.516, -0.112, 0.287], [-3.664, -0.030, -0.874], [1.483, 3.224, -1.476], [2.140, 1.574, -1.261], [1.146, 2.263, 0.066], [4.162, 2.131, 0.746], [4.905, 2.727, -0.006], [5.936, 3.451, 0.403], [6.320, 3.392, 1.792], [7.855, 3.515, 1.807], [4.728, 2.769, -1.499], [6.125, 2.390, 2.173], [5.757, 4.165, 2.308], [8.047, 4.570, 1.592], [8.274, 2.917, 1.004], [8.256, 3.257, 2.784], [3.716, 3.177, -1.482], [4.698, 1.745, -1.861], [5.427, 3.432, -1.992]], "lowdin_charge": [-1.01, 0.48, 0.51, 0.00, 0.02, -0.11, -0.20, 0.39, -0.22, -0.21, -0.09, -0.23, -0.08, 0.07, 0.09, 0.09, 0.09, 0.09, 0.08, 0.09, 0.09, 0.09, -0.08, -0.24, 0.38, -0.23, -0.22, -0.09, -0.22, -0.08, 0.09, 0.09, 0.09, 0.09, 0.09, 0.09, 0.09, 0.08, 0.09, -0.09, -0.22, 0.43, -0.23, -0.21, -0.13, -0.23, -0.07, 0.09, 0.09, 0.09, 0.09, 0.07, 0.10, 0.09, 0.08, 0.09, -0.10, -0.22, 0.39, -0.23, -0.21, -0.10, -0.22, -0.10, 0.09, 0.08, 0.09, 0.09, 0.09, 0.09, 0.07, 0.08, 0.09, -0.12, -0.21, 0.40, -0.22, -0.23, -0.09, -0.21, -0.09, 0.08, 0.09, 0.09, 0.09, 0.07, 0.07, 0.09, 0.08, 0.07, 0.10, -0.54, 0.01, -0.20, -0.05, 0.04, 0.07, 0.10, 0.09, 0.05, 0.06, 0.06, 0.07, 0.10, 0.08, -0.55, -0.02, -0.20, -0.06, 0.03, 0.12, 0.13, 0.07, 0.08, 0.07, 0.05, 0.09, 0.09]}